The following is a quantum chemistry calculation of a structure of composition C26H28ClN3O3RbS, from the Open Molecules 2025 dataset.

Geometry as XYZ:
```
63
Properties=species:S:1:pos:R:3:forces:R:3:lowdin_charge:R:1
H 5.70078 0.26717 2.80267 0.0 0.0 0.0 0.080
H 2.07542 -3.31489 -0.20657 0.0 0.0 0.0 0.091
C 3.55510 -2.12161 1.73803 0.0 0.1 0.0 -0.065
C -0.38851 -6.93144 -4.90567 0.2 -0.2 0.0 -0.085
H 0.65295 2.62013 -1.52051 0.0 0.0 0.0 0.077
H -3.84876 -3.34367 -2.39897 0.0 0.0 0.0 0.136
C 2.40827 0.03822 1.85439 0.1 0.0 0.0 -0.257
C -1.84334 -2.92610 -1.81318 0.0 -0.2 0.1 -0.797
H -1.55655 3.33186 -1.09292 0.0 0.0 0.0 0.028
C -1.40748 -6.00873 -4.79880 -0.1 0.1 -0.1 -0.197
C -1.63114 -5.38717 -3.56234 0.1 0.0 0.1 -0.233
C 4.75699 -1.55732 2.17316 -0.1 0.1 0.0 -0.153
C 2.39743 -1.36787 1.57524 0.0 -0.1 0.0 -0.185
H 0.17141 -2.49822 2.90925 0.1 -0.1 0.0 0.085
N 1.19286 -1.95227 1.10929 0.0 0.0 0.0 -0.199
O -2.65828 -4.52142 -3.52651 -0.2 0.0 0.1 -0.023
C 0.06014 -1.85048 2.02305 -0.1 0.0 -0.1 -0.087
O -1.09533 -2.42970 -2.67579 -0.1 -0.5 -0.1 -0.128
H -0.41286 4.83707 4.50796 0.0 0.0 0.0 0.072
H -0.96754 -5.18986 -1.51939 0.1 0.0 -0.1 0.111
N -0.18809 2.79734 0.38084 0.0 0.0 -0.1 -0.206
H 1.49515 -4.05799 1.30295 0.0 0.0 0.0 0.082
C -1.25731 3.65256 -0.09512 0.0 0.0 0.1 -0.125
C 0.19912 -6.61628 -2.59556 0.2 -0.1 0.0 -0.104
C 0.97137 1.86063 2.32280 0.0 0.0 0.0 -0.257
H -2.13212 3.56011 0.54783 0.0 0.0 0.0 0.090
C -0.82074 -5.68822 -2.46914 -0.2 0.1 0.0 0.014
H 0.83389 -6.84450 -1.74917 0.0 0.0 0.0 0.105
H -0.94152 4.69487 2.10539 0.0 0.0 0.0 0.084
H -3.30372 -5.99671 -5.81209 0.0 0.0 0.0 0.083
C 4.78087 -0.20237 2.46850 -0.1 0.0 0.0 -0.147
Cl 1.69568 -8.41895 -3.98043 -0.1 0.1 0.0 0.591
C -2.92780 -3.90763 -2.26689 0.0 0.0 -0.2 -0.092
C -0.32055 3.92912 2.55184 0.0 -0.1 0.0 -0.064
C 0.40626 -7.23643 -3.80832 0.0 0.0 -0.1 -0.669
H -0.83437 -2.16236 1.48117 0.0 0.0 0.1 0.056
N 1.31248 0.78817 1.56313 0.0 0.1 0.1 0.044
H 1.87300 1.22078 4.15925 0.0 0.0 0.0 0.095
C 1.28656 -3.27876 0.54623 0.0 0.0 0.0 -0.107
H 3.52825 -3.18337 1.52753 0.0 0.0 0.0 0.082
S -4.22462 2.67430 -2.62095 0.1 -0.1 0.0 0.162
H -3.08008 -4.66337 -1.49510 0.0 0.0 0.0 0.124
C 1.27130 1.99606 3.69965 0.0 0.1 0.0 -0.059
H -0.05727 -0.82013 2.34885 0.0 0.0 0.0 0.072
C 3.63409 0.56749 2.32028 0.0 -0.1 0.0 -0.059
Rb -0.98370 -0.34605 -1.05461 0.6 1.7 0.5 0.861
H -0.96193 4.71785 -0.13529 0.0 0.0 0.0 0.081
H -2.32790 -4.57355 -6.10488 0.0 0.0 0.0 0.088
H 3.66789 1.63082 2.52724 0.0 0.0 0.0 0.099
H 1.73587 2.18867 -0.17790 0.0 0.0 0.0 0.070
H 0.33303 -3.51583 0.07022 0.0 0.0 0.0 0.062
H 1.02520 3.07437 5.53498 0.0 0.0 0.0 0.079
C -2.27807 -5.65513 -5.97074 0.0 0.0 0.0 -0.036
C -3.16755 1.57069 -2.13520 -0.1 0.0 -0.1 -0.892
C 0.14761 2.89180 1.75588 0.0 0.1 0.0 -0.192
C 0.78432 3.04066 4.47701 0.0 0.0 -0.1 -0.150
H 1.37294 3.90708 -0.53224 0.0 0.0 0.0 0.083
O -1.86787 -2.69626 -0.57525 -0.2 -0.7 -0.2 -0.217
H -1.89559 -6.11197 -6.88440 0.0 0.0 0.0 0.071
C 0.96399 2.88184 -0.50533 -0.1 0.0 0.0 -0.095
H 5.64141 -2.17365 2.28259 0.0 0.0 0.0 0.073
C -0.02083 4.01934 3.91480 0.1 -0.1 -0.1 -0.155
H -0.20289 -7.42005 -5.85537 0.0 0.0 0.0 0.103
```
Positions in Å, forces in eV/Å.

Its largest force on an atom is 1.9 eV/A. The expectation value of S² is 0.756. As for the highest occupied orbital energy (alpha / beta): 0.0176 / -0.0368 Eh. The spin multiplicity is 2. As for the net charge: -2. The calculation puts the total energy at -2279.9922 a.u. The lowest unoccupied orbital energy (alpha / beta) is 3.76 / 3.76 eV.

The following is a quantum chemistry calculation of a structure of composition C9H17Li2O9P, from the Open Molecules 2025 dataset.

Geometry as XYZ:
```
38
Properties=species:S:1:pos:R:3:forces:R:3:lowdin_charge:R:1
H 11.41297 -6.67431 -17.36248 -0.7 -0.9 -0.7 0.109
O 9.91676 -7.69869 -16.17667 0.7 -0.7 -1.2 -0.159
O 12.30904 -6.59523 -13.13950 -0.9 -0.5 -2.2 -0.558
O 12.74628 -5.38766 -11.04754 -0.6 3.4 -0.9 -0.519
H 7.73924 -3.73236 -13.09779 -0.1 0.3 -0.1 0.095
C 10.72870 -6.56698 -16.52085 0.5 0.1 0.8 -0.182
C 9.41563 -10.18646 -12.79870 0.2 0.0 -1.3 -0.168
C 9.32995 -11.15273 -13.98309 -0.2 -0.7 0.6 -0.171
C 8.41122 -5.96309 -16.22561 -1.1 -0.1 -0.3 -0.167
H 7.82997 -6.21460 -17.11274 -0.3 0.0 0.0 0.103
H 8.02600 -8.03632 -15.51912 -0.3 0.1 -0.4 0.118
H 7.82800 -5.32013 -15.56641 0.1 0.3 -0.2 0.106
O 10.56394 -9.35834 -13.09073 -1.1 -0.2 -0.3 -0.197
H 8.66415 -10.77182 -14.75751 0.5 0.3 -0.4 0.103
Li 10.81044 -7.62953 -12.28142 0.5 0.8 0.6 0.588
H 12.32630 -9.93568 -13.89222 0.2 0.7 -0.3 0.141
Li 11.69213 -4.88900 -12.68470 0.0 -0.3 1.1 0.629
C 9.74967 -5.41880 -16.66978 0.5 1.4 0.9 -0.162
H 11.47422 -6.39219 -15.74512 -0.4 0.1 0.8 0.107
H 10.00005 -4.65139 -15.93733 0.3 0.2 0.0 0.108
O 12.10413 -7.63892 -10.85113 -2.6 -2.8 -0.4 -0.506
C 11.28525 -9.89274 -14.21234 1.3 -0.2 1.0 -0.187
C 10.81156 -11.28933 -14.31617 -0.5 -1.2 -1.3 -0.190
O 9.87738 -4.01370 -12.81027 -0.5 3.6 -1.5 -0.098
O 14.40404 -7.14357 -11.56451 0.3 -0.3 -1.8 -0.500
O 9.48530 -5.92132 -12.11265 -2.7 -2.7 0.7 -0.058
H 9.04025 -7.14071 -14.45366 -0.2 0.8 0.3 0.113
H 11.15074 -9.37937 -15.16442 -0.2 0.5 0.4 0.114
C 8.75607 -7.22710 -15.50242 1.1 -1.0 0.5 -0.197
P 12.93841 -6.73301 -11.73585 3.5 0.2 4.1 -0.287
H 11.03943 -11.69567 -15.30160 -0.3 0.1 -0.3 0.108
H 8.88973 -12.10423 -13.68486 0.0 -0.1 0.2 0.097
C 9.01021 -4.85862 -12.52117 4.9 -1.7 0.3 -0.879
O 7.72098 -4.62211 -12.73780 -1.6 0.1 0.0 0.089
H 9.56712 -10.78687 -11.90168 0.1 0.5 0.4 0.122
H 9.78341 -4.91923 -17.63797 -0.3 -0.3 -0.2 0.100
H 8.51720 -9.56948 -12.78270 0.1 0.1 0.6 0.119
H 11.33076 -11.99160 -13.66398 -0.2 0.2 0.6 0.114
```
Positions in Å, forces in eV/Å.

Its largest force on an atom is 5.4 eV/A. As for the highest occupied orbital energy: 0.0466 Eh. The spin multiplicity is 1. As for the net charge: -2. The calculation puts the total energy at -1386.9494 a.u. The lowest unoccupied orbital energy is 4.47 eV.

The following is a quantum chemistry calculation of a structure of composition C4H11O2S2, from the Open Molecules 2025 dataset.

Geometry as XYZ:
```
19
Properties=species:S:1:pos:R:3:forces:R:3:lowdin_charge:R:1
H -1.27751 0.29936 -1.78665 -0.8 -0.2 0.1 -0.022
H 2.15744 -1.46252 0.33352 3.4 -1.9 -0.5 0.014
S -2.36056 -0.46122 0.25342 0.1 0.2 0.2 0.448
O 2.27037 -1.54500 1.33571 -1.6 0.9 -2.8 -0.116
C -0.01982 1.14348 1.68661 0.5 -0.1 0.1 -0.551
H 0.52489 -1.05395 -0.41420 1.6 -0.8 -0.7 0.097
H 0.94244 0.15596 -2.65776 -0.3 -0.1 0.0 0.042
H 0.08393 2.18009 2.03181 0.4 -0.1 0.0 0.065
S -1.66588 1.33551 0.96410 -0.4 -0.2 -0.2 0.507
O 0.18828 0.76018 -2.50465 0.7 0.4 -0.4 -0.014
H -1.52317 -1.46350 -1.70059 0.0 0.0 -0.2 0.025
H -2.93246 -0.48271 -2.10047 0.1 0.4 -0.1 0.033
C 1.01817 -0.82221 0.53580 -3.3 1.1 4.3 -0.203
C 1.10377 0.68330 0.77125 0.4 -0.5 0.0 -0.252
H 0.05291 0.48007 2.55695 -0.6 0.3 0.0 0.091
H 0.27040 -1.27073 1.19237 -0.2 0.4 -0.1 0.088
H 1.07902 1.16364 -0.18468 0.0 0.7 -0.5 0.073
H 2.09008 0.85677 1.22548 -0.3 0.2 0.0 0.124
C -2.00227 -0.49654 -1.53802 0.3 -0.5 0.6 -0.450
```
Positions in Å, forces in eV/Å.

Its largest force on an atom is 5.6 eV/A. The expectation value of S² is 0.754. As for the highest occupied orbital energy (alpha / beta): -0.3293 / -0.3291 Eh. The spin multiplicity is 2. The calculation puts the total energy at -1105.6289 a.u. The lowest unoccupied orbital energy (alpha / beta) is 0.36 / -2.76 eV.

The following is a quantum chemistry calculation of a cluster of 2 separate species, C2H5NO4 in total, from the Open Molecules 2025 dataset.

Geometry as XYZ:
```
12
Properties=species:S:1:pos:R:3:forces:R:3:lowdin_charge:R:1
O 0.75712 -0.00180 -0.54943 0.1 -0.3 0.0 0.223
O 3.03743 -1.69736 -0.54288 0.1 -0.1 -0.1 0.338
O -5.43025 2.27799 -1.87469 0.1 -0.2 -0.1 -0.068
H 2.23295 -0.53662 2.27745 0.0 0.0 0.1 0.195
H 3.96364 -1.67763 1.21673 0.1 -0.1 -0.1 0.216
N 2.14839 -0.66140 1.27269 0.0 -0.3 -0.3 0.231
H -5.90273 2.88438 -1.29737 -0.1 -0.1 -0.1 0.031
C 0.78537 -0.34943 0.72088 0.1 0.1 -0.2 -0.483
C 3.06675 -1.35446 0.66617 -0.2 0.4 0.4 -0.114
H -6.09529 1.70221 -2.27478 0.1 0.3 0.2 0.036
O -0.11166 -0.40801 1.46969 -0.1 0.1 0.2 0.257
H 1.54827 -0.17787 -1.08447 -0.1 0.3 0.1 0.136
```
Positions in Å, forces in eV/Å.

Its largest force on an atom is 0.5 eV/A. The expectation value of S² is 0.755. As for the highest occupied orbital energy (alpha / beta): -0.4816 / -0.4816 Eh. The spin multiplicity is 2. As for the net charge: +1. The calculation puts the total energy at -434.5555 a.u. The lowest unoccupied orbital energy (alpha / beta) is -5.77 / -10.44 eV.